[1]
Entry from OMol25: a cluster of 6 separate species, C12H36O6 in total (ωB97M-V/def2-TZVPD).

E_LUMO = 0.35 eV
HOMO energy = -9.995 eV
Energy = -930.1075 Eh
Energy above the lowest of the compared OMol25 structures with the same formula, charge and spin = 85.1 kcal/mol
Structure (SMILES) = CCO.CCO.CCO.CCO.CCO.CCO
HOMO-LUMO gap = 10.35 eV

ORCA input file:
```
! wB97M-V def2-TZVPD RIJCOSX def2/J DEFGRID3
* xyz 0 1
O -0.7703 -4.1356 4.4848
O -1.2110 0.3547 -4.2985
O -1.2143 2.1399 0.1613
O 2.3908 1.4161 0.7129
O -3.0219 2.9970 -1.6305
O 3.1816 -4.7444 -0.5223
C -4.2991 2.4781 -1.9697
C 0.7905 1.6864 -4.2462
C -1.1390 -2.7798 4.1567
C -1.7208 0.8832 0.5476
C -0.6388 -0.2404 0.6531
C 2.0717 -3.1485 1.0734
C 3.4348 1.4598 -0.2189
C -0.4849 1.2976 -3.5203
C 0.0328 -1.9038 4.6209
C 3.0371 -4.2955 0.8085
C 4.1432 2.8461 -0.1602
C -5.3264 2.6140 -0.8558
H 1.0350 -2.1633 4.2798
H -6.3334 2.5356 -1.2655
H 4.7868 2.9192 -1.0369
H -4.6372 2.8609 -2.9326
H -5.1292 1.8271 -0.1278
H 1.3875 2.4793 -3.7957
H 4.0774 -4.1550 1.1020
H -1.0914 2.1406 -3.1896
H -0.1504 -0.1771 1.6255
H 1.4416 0.8325 -4.4334
H -0.0249 -0.8636 4.3002
H -2.3555 0.4930 -0.2480
H 1.6248 1.0629 0.2545
H 2.2169 -2.1706 0.6143
H -2.1484 -2.4391 4.3874
H 0.4338 2.0680 -5.2030
H 4.2758 0.7965 -0.0167
H -5.2750 3.5656 -0.3266
H 1.0212 -3.4343 1.0217
H -0.1828 0.7816 -2.6089
H 3.1707 1.1126 -1.2178
H 0.0485 -1.8109 5.7068
H -0.9390 -0.4904 -3.9332
H -0.9436 -1.2869 0.6500
H 3.3452 3.5745 -0.3041
H -1.9739 2.5632 -0.2456
H 0.1746 -0.1535 -0.0672
H -4.2795 1.3984 -2.1182
H -2.4885 2.8418 -2.4134
H -2.1840 0.9257 1.5334
H -1.1442 -2.6397 3.0758
H -0.4101 -4.5502 3.6975
H 2.7308 -5.1732 1.3777
H 4.6011 2.9620 0.8221
H 2.2041 -2.9770 2.1417
H 3.8589 -4.1808 -0.9033
*
```

---

[2]
Entry from OMol25: a cluster of 4 separate species, C14H42BFN3O17P3S in total (ωB97M-V/def2-TZVPD).

E_LUMO = 0.40 eV
HOMO energy = -8.863 eV
Energy = -3549.2475 Eh
Structure (SMILES) = C[C@@H](O)CNCCON(B(N)O)S(=O)(=O)F.COP(=O)(OC)OC.COP(=O)(OC)OC.COP(=O)(OC)OC
HOMO-LUMO gap = 9.26 eV

ORCA input file:
```
! wB97M-V def2-TZVPD RIJCOSX def2/J DEFGRID3
* xyz 0 1
S 1.4402 -3.4319 1.5862
P -1.2072 -3.6321 7.7981
P -3.3435 -1.0383 -4.3259
P 1.4225 5.6661 -2.7558
F 0.5251 -2.6448 2.5884
O 1.1228 6.4864 -4.0729
O -2.1950 -4.3038 8.6358
O 1.6521 4.2323 -2.8967
O -4.0612 -1.4398 -5.6789
O 4.9922 1.4714 -0.1623
O -1.4187 -3.9776 6.2609
O 2.6302 6.5353 -2.2196
O -1.1558 -2.0510 7.8829
O 2.7831 -3.3180 2.0565
O 0.2059 5.9565 -1.7703
O -2.0439 -0.3828 -4.4396
O 2.3993 -4.0843 -1.0002
O 0.3187 -3.9154 8.1039
O -3.3895 -2.4509 -3.6224
O 0.0148 -1.7029 0.3293
O 0.8020 -4.6936 1.3979
O -4.3824 -0.1207 -3.5415
N 1.5232 0.4130 -0.9980
N 1.2471 -2.3905 0.2820
N 0.7871 -2.5604 -2.1870
C 3.2472 6.1134 -0.9952
C -0.4311 -3.5805 5.2985
C -2.7687 -2.5463 -2.3257
C -4.2314 -0.4070 -6.6596
C 3.9059 0.5420 -0.2887
C 0.1150 -0.4179 0.9498
C -5.6501 -0.6607 -3.1492
C -2.3879 -1.3498 7.6667
C 0.7274 -5.2907 8.1768
C 4.4507 -0.6825 -1.0181
C 0.5426 0.7374 0.0224
C -0.3126 7.2872 -1.6519
C 2.7352 1.2203 -0.9993
C 0.0850 5.9876 -4.9333
B 1.4980 -3.0448 -1.0222
H -4.9388 0.3432 -6.3040
H -6.3724 0.1513 -3.1850
H -2.8525 -1.6075 -1.7760
H 0.2707 -4.3988 5.1378
H 4.2840 -1.5835 -0.4244
H 2.5641 2.1983 -0.5280
H 0.7257 -0.4582 1.8535
H 3.0271 1.4209 -2.0337
H 3.5599 5.0719 -1.0684
H 0.6133 -5.6511 9.1969
H 0.9581 1.5252 0.6624
H 1.2425 -1.8063 -2.6801
H 5.5285 -0.5765 -1.1440
H 1.0976 0.3964 -1.9084
H 0.1120 -2.6943 5.6272
H 4.7354 2.1420 0.4686
H -3.1610 -1.7242 8.3365
H 3.0980 -3.9767 -1.6441
H 1.7730 -5.3273 7.8830
H -1.7166 -2.7886 -2.4387
H -5.9684 -1.4604 -3.8175
H 0.1392 -5.9170 7.5048
H -0.9518 -3.3674 4.3710
H -3.2825 -3.3306 -1.7758
H 3.5898 0.2478 0.7214
H 4.1157 6.7485 -0.8496
H -0.3541 1.1648 -0.4374
H 3.9762 -0.8161 -1.9934
H 2.5578 6.2377 -0.1589
H -0.3335 6.8441 -5.4549
H -5.5855 -1.0434 -2.1310
H -0.6600 7.4090 -0.6289
H -0.9102 -0.2277 1.2799
H -0.6996 5.4886 -4.3630
H 0.6189 -3.3165 -2.8405
H -1.1509 7.4152 -2.3360
H -3.2754 0.0643 -6.8846
H -4.6256 -0.8861 -7.5508
H 0.5102 5.2869 -5.6485
H -2.7121 -1.4597 6.6309
H 0.4505 8.0345 -1.8681
H -2.1917 -0.3028 7.8783
*
```

---

[3]
Entry from OMol25: a structure of composition C25H23BrN10O2PtSTe (ωB97M-V/def2-TZVPD).

E_LUMO (alpha / beta) = -6.22 / -7.82 eV
HOMO energy (alpha / beta) = -12.742 / -13.077 eV
Energy = -5023.3469 Eh
Energy above the lowest of the compared OMol25 structures with the same formula, charge and spin = 72.3 kcal/mol
HOMO-LUMO gap (alpha / beta) = 6.52 / 5.26 eV

ORCA input file:
```
! wB97M-V def2-TZVPD RIJCOSX def2/J DEFGRID3
* xyz 2 5
Pt 1.5137 1.3593 -0.5579
Te 3.1416 -0.5557 -1.3901
Br -7.9370 -7.4287 -1.7456
S -0.2993 3.0945 3.1877
O 1.1142 -0.0122 1.0950
O -0.9035 1.8100 2.7059
N 4.5514 2.0079 2.1645
N 2.6085 2.6291 0.9643
N 0.7516 3.8419 -0.2086
N 2.6194 2.5513 3.3510
N -3.4891 -3.5780 -0.9869
N -3.1947 -3.2735 0.1869
N 4.7754 3.1072 0.1440
N 0.9344 3.5811 2.1298
N 4.3097 1.0590 4.1938
N -0.3016 0.3354 -1.3466
C -4.4191 -5.4830 -2.0876
C -5.5850 -4.4873 -0.2575
C -0.9937 0.4746 -2.4881
C 3.9597 2.5507 1.0959
C -6.3943 -6.5309 -1.1834
C -0.2603 6.3404 0.0385
C -0.6513 -1.5123 1.8118
C -0.3850 5.6766 -1.2101
C 0.1532 4.3985 -1.2867
C 0.0355 -0.7211 0.8946
C -2.2283 -2.3914 0.3007
C 2.1017 2.8634 2.1786
C 3.7858 1.8294 3.2127
C -0.7333 -0.5334 -0.4733
C 0.7536 4.4314 0.9755
C -6.5566 -5.5001 -0.2852
C -1.5473 -2.4274 1.5362
C -2.2520 0.0241 -2.6134
C -2.6867 -0.8836 -1.6669
C -1.8534 -1.3237 -0.6812
C 4.9906 -0.4213 -2.4296
C 0.2640 5.6921 1.1256
C -4.4744 -4.4729 -1.1034
C 4.1234 -1.3194 0.2780
C -5.3343 -6.4525 -2.1193
H -7.4896 -5.3686 0.2390
H 0.0099 3.8033 -2.2113
H -0.3281 0.9284 -3.2115
H 3.9568 1.1948 5.1438
H -2.9945 0.3565 -3.4185
H -3.6538 -1.3485 -1.6657
H -5.6170 -3.6563 0.4105
H 4.6073 -2.1941 -0.1433
H 5.7221 0.0639 -1.7515
H -0.6135 7.3298 -0.0252
H 4.4722 3.6291 -0.6105
H -0.9173 6.1182 -2.0467
H 5.7491 2.9855 0.3427
H 5.3313 0.8232 4.0961
H -3.6034 -5.5020 -2.8373
H 0.2385 6.0900 2.0869
H 4.8524 0.0721 -3.3893
H 3.3875 -1.6933 0.9699
H -0.2685 -1.5862 2.8866
H -1.8134 -3.1846 2.2648
H 4.8522 -0.5803 0.7213
H -5.3236 -7.1803 -2.9012
H 5.4360 -1.4499 -2.3990
*
```

---

[4]
Entry from OMol25: a cluster of 2 separate species, C3H6ClNS in total (ωB97M-V/def2-TZVPD).

E_LUMO (alpha / beta) = 0.88 / -1.49 eV
HOMO energy (alpha / beta) = -6.084 / -9.083 eV
Energy = -1030.8544 Eh
Energy above the lowest of the compared OMol25 structures with the same formula, charge and spin = 4.9 kcal/mol
HOMO-LUMO gap (alpha / beta) = 6.96 / 7.59 eV

ORCA input file:
```
! wB97M-V def2-TZVPD RIJCOSX def2/J DEFGRID3
* xyz 0 3
Cl 1.7374 1.8477 -0.5117
S 2.3674 -2.1524 0.4496
N 0.2573 -0.9501 -0.6643
C -0.9232 -0.1485 -0.4926
C 1.8292 1.0192 1.0138
C 1.2752 -1.0103 0.1074
H -0.8733 0.9718 -0.8240
H -1.1925 -0.2049 0.6151
H 0.3607 -1.6180 -1.4099
H 2.7720 0.8065 1.4496
H -1.6464 -0.6055 -1.0226
H 0.9940 1.3148 1.5681
*
```

---

[5]
Entry from OMol25: a structure of composition C18H27N2O2 (ωB97M-V/def2-TZVPD).

E_LUMO = -2.37 eV
HOMO energy = -11.242 eV
Energy = -961.2303 Eh
Energy above the lowest of the compared OMol25 structures with the same formula, charge and spin = 358.7 kcal/mol
HOMO-LUMO gap = 8.87 eV

ORCA input file:
```
! wB97M-V def2-TZVPD RIJCOSX def2/J DEFGRID3
* xyz 1 1
O -1.7033 -1.0507 -0.8243
O 1.9909 -0.2018 0.0806
N 2.4751 -1.9938 -1.5777
N 0.0208 -0.8963 1.0910
C -2.7644 -1.1089 0.1004
C -2.6511 3.1398 1.5786
C -2.3731 4.5109 3.2597
C -1.2450 3.8391 3.9250
C 4.3603 -2.6171 -2.5644
C -1.6633 2.2478 1.8986
C -1.3636 1.0374 1.0759
C -0.8482 1.4574 -0.1722
C -2.6760 -0.0259 1.2261
C 3.5584 -3.0760 -1.6003
C 3.3856 -1.9921 -3.5249
C 1.0799 -0.9188 0.2688
C -1.1376 2.4898 3.1975
C -0.0454 0.3890 1.8088
C 1.1747 -2.2925 -0.6975
C -1.7456 0.5851 -1.5700
C -3.1334 4.1151 2.1298
C 2.1202 -1.8824 -3.0288
H 3.7009 -0.9402 -3.8360
H -1.1093 0.5292 -2.2128
H 1.2407 -1.0747 -3.2581
H 0.7878 0.8111 1.9013
H 2.7370 -1.0385 -1.1028
H -3.7138 4.8288 1.9183
H -0.2516 1.9938 3.5280
H -1.4501 2.3965 -0.5362
H 3.0799 -4.0443 -1.8915
H -0.4892 -1.6695 1.0947
H -3.6110 -0.9658 -0.4501
H 0.1590 1.2441 -0.3116
H -3.3252 2.9577 0.5773
H 4.8019 -3.7229 -3.1896
H 4.1224 -2.9870 -0.5690
H 0.2054 -2.3126 -1.3581
H -2.6411 0.8000 -1.4746
H 5.1350 -1.8186 -2.3021
H -0.3127 -0.2483 2.9534
H 1.5009 -2.6331 -3.4910
H 3.3837 -2.2522 -4.7214
H -2.5901 -2.0095 0.4756
H -3.4591 0.7859 0.9291
H -2.5215 5.4677 4.1155
H -0.8244 3.7787 4.8960
H -2.7949 -0.5597 2.1734
H 1.4236 -3.0716 0.0617
*
```

---

[6]
Entry from OMol25: a structure of composition C44H48N3O3P2S5SbSn (ωB97M-V/def2-TZVPD).

E_LUMO (alpha / beta) = 2.10 / 1.11 eV
HOMO energy (alpha / beta) = -4.588 / -4.577 eV
Energy = -5223.8171 Eh
Energy above the lowest of the compared OMol25 structures with the same formula, charge and spin = 40.8 kcal/mol
HOMO-LUMO gap (alpha / beta) = 6.69 / 5.69 eV

ORCA input file:
```
! wB97M-V def2-TZVPD RIJCOSX def2/J DEFGRID3
* xyz -1 2
Sb 4.7388 -0.5736 1.5333
Sn 2.0067 0.4191 -0.9536
S 4.3750 1.1515 -0.1959
S 1.1066 1.2604 1.1224
S 2.4098 -2.7335 0.6576
S 6.6897 -1.5364 0.9374
S 1.8515 2.9123 -2.4524
P -2.3080 1.5943 0.7776
P -2.2306 -1.6848 0.1069
O 2.3865 -2.6816 2.0990
O 3.5240 -1.9143 0.0646
O 1.1773 -2.3868 -0.0185
N 1.3319 5.2413 -1.3531
N -4.4005 0.0568 -0.4018
N 3.2755 4.1974 -0.6129
C -5.5245 1.3944 -2.0755
C -4.1269 1.1464 0.5202
C -3.6740 3.2794 2.6353
C 2.3641 -6.7392 0.4305
C -6.4218 -0.7621 -1.5372
C -2.5383 -4.2177 3.9639
C 2.1826 -5.4415 0.8767
C -2.2375 -2.8895 -1.2786
C -1.4945 3.9718 1.9264
C -2.3406 -2.7617 1.5926
C -2.0553 3.2436 -3.5554
C 3.1249 -7.0069 -0.7058
C 1.0834 7.6257 -0.8016
C -1.5488 5.0466 2.8005
C -5.4482 0.2178 -1.3145
C -3.7188 4.3413 3.5300
C 3.5284 -4.6359 -0.9547
C -6.5311 1.5776 -3.0054
C -2.5640 3.0868 1.8123
C 3.7057 -5.9424 -1.3873
C 2.1762 4.1921 -1.3864
C -2.4201 3.6529 -1.2085
C -2.8918 -3.4077 -3.5506
C -4.0717 -1.2635 0.1162
C 4.1739 5.3316 -0.4291
C -1.7760 1.4707 -1.9565
C -1.5119 -4.0793 -1.2380
C 3.3423 -8.4253 -1.1623
C -2.1233 2.3225 -0.9080
C -3.0927 -4.7161 2.7933
C -1.8962 -2.9860 3.9547
C -7.4912 0.5964 -3.2208
C -2.3734 4.1109 -2.5196
C -2.2106 -4.6150 -3.4794
C -2.6621 5.2335 3.6095
C 2.7620 -4.3953 0.1744
C 4.6464 5.4449 1.0140
C -2.8993 -2.5488 -2.4611
C -1.5082 -4.9393 -2.3267
C -1.7525 1.9225 -3.2673
C -1.7965 -2.2629 2.7755
C -7.4226 -0.5724 -2.4802
C 1.1610 6.2002 -0.2714
C -2.9965 -3.9899 1.6134
H -8.1665 -1.3471 -2.6209
H -2.6011 5.1502 -2.7304
H 0.2407 5.9654 0.2591
H 3.6701 6.2411 -0.7508
H -4.6216 2.0520 0.1753
H -2.6994 6.0638 4.3034
H 3.7975 5.5076 1.6959
H 0.9083 8.3249 0.0173
H 2.4025 -8.9781 -1.1954
H -8.2790 0.7427 -3.9480
H -1.2657 -1.3182 2.7581
H -3.5990 -5.6742 2.8005
H -3.4300 -1.6042 -2.5306
H -2.7013 4.3385 -0.4184
H 0.5226 5.0895 -1.9403
H 5.2328 4.5671 1.2840
H 1.9161 -7.5581 0.9824
H -4.5146 2.6006 2.5975
H 3.8000 -8.4580 -2.1503
H -0.9501 -5.8663 -2.2705
H 5.0389 5.1926 -1.0847
H 4.0077 -8.9457 -0.4697
H -1.4594 -2.5952 4.8649
H -3.4180 -3.1323 -4.4564
H 1.5884 -5.2237 1.7557
H -2.2267 -5.3032 -4.3155
H -4.5525 0.8682 1.4970
H 0.2650 7.7223 -1.5168
H -4.5698 -2.0238 -0.4767
H -2.6052 -4.7865 4.8835
H -0.5967 3.7753 1.3502
H -0.9450 -4.3316 -0.3503
H -4.5798 4.4638 4.1756
H -4.7661 2.1590 -1.9560
H 5.2639 6.3365 1.1353
H -6.5590 2.4957 -3.5795
H -4.4133 -1.3499 1.1560
H 3.7274 3.2843 -0.5596
H 4.3149 -6.1322 -2.2634
H -0.7095 5.7275 2.8753
H 3.9757 -3.8013 -1.4778
H 2.0067 7.9078 -1.3100
H 1.9798 6.0897 0.4326
H -1.4764 1.2433 -4.0639
H -1.5076 0.4449 -1.7410
H -2.0352 3.6002 -4.5775
H -6.4236 -1.6743 -0.9579
H -3.4292 -4.3866 0.7026
*
```

---

[7]
Entry from OMol25: a cluster of 7 separate species, C6H24O6 in total (ωB97M-V/def2-TZVPD).

E_LUMO = 0.23 eV
HOMO energy = -9.444 eV
Energy = -694.4032 Eh
Energy above the lowest of the compared OMol25 structures with the same formula, charge and spin = 30.9 kcal/mol
Structure (SMILES) = C=C(CC)CC.O.O.O.O.O.O
HOMO-LUMO gap = 9.68 eV

ORCA input file:
```
! wB97M-V def2-TZVPD RIJCOSX def2/J DEFGRID3
* xyz 0 1
O 2.1263 -1.1293 -3.3519
O 1.9583 -1.6368 1.5877
O 2.5655 1.0646 1.6658
O 1.0659 2.9867 -1.2524
O -4.0134 1.8761 0.2662
O 2.6488 0.5397 -1.2281
C -1.5674 -2.0277 0.2370
C -1.6112 -2.7325 -1.1399
C -0.6452 0.0871 -0.8272
C -1.1024 -0.5888 0.2092
C -0.5465 1.4377 1.7648
C -1.2010 0.0525 1.5939
H 3.4645 1.3146 1.8870
H -4.2899 0.9900 -0.0059
H -0.3558 1.1263 -0.8798
H -2.5257 -2.1883 0.7326
H -0.8536 -3.5013 -1.2608
H 2.3981 0.1054 1.5814
H -2.2575 0.1213 1.8530
H 1.1341 3.4900 -2.0698
H 2.4055 -2.2159 0.9639
H 2.4272 0.8524 -0.3293
H 1.7765 -0.3262 -2.9700
H 1.3512 3.5392 -0.5185
H 1.0297 -1.5929 1.3279
H -0.9152 -2.5769 0.9228
H 2.8042 -1.4012 -2.7298
H -0.4072 1.9562 0.8215
H -0.6897 -0.5839 2.3242
H 2.5766 1.4042 -1.6586
H -1.6491 -2.0735 -2.0037
H -0.5287 -0.4132 -1.7866
H -2.5942 -3.2162 -1.2163
H 0.4601 1.4633 2.1799
H -1.1798 2.0035 2.4546
H -3.2589 1.7938 0.8551
*
```

---

[8]
Entry from OMol25: the molecule CHN3O3S (ωB97M-V/def2-TZVPD).

E_LUMO (alpha / beta) = -0.40 / -4.54 eV
HOMO energy (alpha / beta) = -7.460 / -9.997 eV
Energy = -826.4758 Eh
Energy above the lowest of the compared OMol25 structures with the same formula, charge and spin = 194.2 kcal/mol
HOMO-LUMO gap (alpha / beta) = 7.06 / 5.45 eV

ORCA input file:
```
! wB97M-V def2-TZVPD RIJCOSX def2/J DEFGRID3
* xyz 0 3
S -1.2353 -1.0439 -1.1519
O 0.1048 -0.7070 -1.4255
O 0.0505 -0.7850 1.9043
O -1.4835 -0.2597 0.3782
N -0.2073 -0.1463 0.9237
N 2.6898 1.3915 0.7181
N 0.4978 0.5530 0.1673
C 1.6664 0.9287 0.4753
H -2.0833 0.0687 -1.9896
*
```

---

[9]
Entry from OMol25: a structure of composition C10H10BClF4Fe (ωB97M-V/def2-TZVPD).

E_LUMO (alpha / beta) = 5.40 / 5.36 eV
HOMO energy (alpha / beta) = 0.230 / 0.241 eV
Energy = -2535.4783 Eh
HOMO-LUMO gap (alpha / beta) = 5.17 / 5.12 eV

ORCA input file:
```
! wB97M-V def2-TZVPD RIJCOSX def2/J DEFGRID3
* xyz -2 5
Fe -1.1599 -1.7710 0.3885
Cl -0.4369 -3.6728 -0.1347
F 0.0831 1.5962 2.1753
F 1.4082 0.0908 3.2950
F -0.8574 -0.3610 2.9897
F -0.2088 1.3448 4.4795
C -3.0903 -1.0617 -0.0685
C -2.2556 0.0441 0.4443
C 2.0634 1.6701 -0.3603
C 2.0190 1.4640 -1.7792
C 2.3321 0.4202 0.2408
C -1.5650 -0.3857 -1.7256
C 2.5899 -0.5120 -0.7967
C -1.4454 0.5146 -0.6466
C -2.4768 -1.4428 -1.3497
C 2.4316 0.1273 -2.0471
B 0.1102 0.6865 3.2653
H 2.8464 -1.5552 -0.6750
H 2.6170 -0.3255 -3.0274
H -0.9696 1.4995 -0.7008
H -1.1434 -0.1868 -2.7121
H 2.3384 0.1930 1.2946
H -2.1996 0.5040 1.4255
H 1.8000 2.2348 -2.5348
H 1.8749 2.6193 0.1382
H -2.6828 -2.3164 -1.9712
H -4.0228 -1.4183 0.3934
*
```